{"formula": "C13H37AlBBeF5MgN2O16P2SV", "method": "ωB97M-V/def2-TZVPD", "homo_lumo_gap_ev": 1.05, "homo_energy_ev": -8.868, "charge": 1, "symbols": ["C", "C", "N", "P", "B", "C", "O", "H", "H", "H", "H", "H", "H", "H", "H", "H", "H", "H", "H", "O", "S", "O", "O", "O", "C", "C", "O", "N", "C", "H", "H", "H", "H", "H", "H", "H", "H", "O", "V", "O", "C", "C", "C", "O", "H", "H", "H", "H", "H", "H", "H", "F", "Be", "C", "O", "P", "O", "O", "C", "O", "C", "H", "H", "H", "H", "H", "H", "H", "H", "H", "F", "Al", "F", "F", "F", "Mg", "C", "O", "O", "O", "H"], "xyz": [[-0.64, -3.77, 1.14], [-1.71, -3.90, -0.02], [-2.28, -2.59, -0.41], [-3.38, -1.95, 0.73], [-4.81, -3.13, 1.25], [-5.67, -4.06, 0.28], [-5.13, -3.13, 2.64], [-0.70, -4.60, 1.88], [0.37, -3.82, 0.66], [-0.72, -2.75, 1.58], [-2.47, -4.69, 0.23], [-1.15, -4.29, -0.92], [-2.64, -2.58, -1.37], [-2.66, -1.50, 1.87], [-3.97, -0.77, 0.16], [-5.00, -4.76, -0.28], [-6.40, -4.65, 0.88], [-6.26, -3.42, -0.43], [-4.55, -3.75, 3.12], [1.83, 0.80, 2.45], [1.39, -0.38, 1.68], [1.42, -1.56, 2.55], [2.29, -0.58, 0.54], [0.02, -0.16, 1.20], [4.79, -2.37, 4.52], [4.91, -2.77, 3.09], [4.52, -2.11, 2.17], [5.53, -4.06, 2.76], [5.74, -4.33, 1.31], [4.26, -1.42, 4.59], [4.23, -3.12, 5.08], [5.79, -2.25, 4.96], [6.40, -4.13, 3.30], [4.89, -4.85, 3.18], [6.16, -5.33, 1.23], [6.44, -3.60, 0.92], [4.78, -4.28, 0.80], [4.12, 0.96, 8.56], [5.21, 0.02, 7.62], [6.26, -0.95, 6.65], [4.60, 1.46, -0.04], [4.36, 2.91, 0.43], [4.05, 3.79, -0.83], [5.45, 3.37, 0.95], [5.43, 1.38, -0.75], [4.80, 0.80, 0.80], [3.70, 1.08, -0.54], [3.43, 2.90, 1.03], [4.86, 3.79, -1.56], [3.85, 4.83, -0.54], [3.14, 3.41, -1.33], [1.66, 4.55, 0.01], [3.30, -4.97, 3.97], [-5.78, 4.12, -4.11], [-6.70, 3.08, -3.81], [-6.37, 2.11, -2.45], [-5.88, 3.23, -1.55], [-5.13, 1.34, -3.17], [-5.22, 0.90, -4.53], [-6.34, 0.90, -1.26], [-6.60, 1.21, 0.10], [-5.92, 4.38, -5.16], [-5.98, 4.99, -3.50], [-4.74, 3.79, -3.97], [-4.71, 1.62, -5.18], [-6.25, 0.79, -4.87], [-4.70, -0.05, -4.62], [-7.47, 1.86, 0.21], [-5.72, 1.69, 0.53], [-6.78, 0.27, 0.62], [2.40, 8.53, -1.99], [3.92, 7.94, -2.53], [5.19, 8.42, -1.35], [4.30, 8.64, -4.07], [3.87, 6.21, -2.66], [6.61, 9.17, -2.16], [-1.87, -0.76, -4.86], [-2.41, 0.37, -4.75], [-1.88, -1.46, -3.67], [-1.35, -1.30, -5.84], [-2.33, -0.75, -3.18]]}



{"formula": "C13H37CdN2O6", "method": "ωB97M-V/def2-TZVPD", "homo_lumo_gap_ev": 5.18, "homo_energy_ev": -8.480, "charge": 1, "symbols": ["Cd", "C", "C", "C", "C", "C", "C", "N", "O", "C", "C", "C", "H", "H", "H", "H", "H", "H", "H", "H", "H", "H", "H", "H", "H", "H", "H", "H", "H", "H", "O", "H", "H", "O", "H", "H", "O", "H", "H", "O", "H", "H", "C", "C", "C", "O", "C", "N", "H", "H", "H", "H", "H", "H", "H", "H", "H", "H", "H"], "xyz": [[1.15, 0.66, -1.25], [-2.02, -0.75, 1.08], [-1.43, 0.45, 1.82], [-2.03, 0.42, 3.26], [-1.38, 1.36, 4.25], [0.12, 1.06, 4.26], [0.76, 1.16, 2.87], [0.00, 0.33, 1.96], [0.65, 0.08, 0.76], [2.18, 0.58, 2.99], [0.89, 2.63, 2.43], [-1.88, 1.77, 1.16], [-3.08, -0.63, 0.89], [-1.84, -1.65, 1.67], [-1.52, -0.89, 0.12], [-1.97, -0.62, 3.57], [-3.10, 0.66, 3.20], [-1.85, 1.24, 5.23], [-1.53, 2.40, 3.94], [0.27, 0.03, 4.61], [0.65, 1.74, 4.92], [2.71, 0.83, 3.91], [2.79, 0.95, 2.16], [2.12, -0.50, 2.99], [-0.02, 3.21, 2.37], [1.39, 2.62, 1.45], [1.63, 3.13, 3.07], [-1.16, 2.16, 0.43], [-2.07, 2.59, 1.85], [-2.82, 1.68, 0.59], [-1.00, 0.89, -1.86], [-1.38, 1.77, -1.82], [-1.60, 0.38, -2.42], [1.02, 2.90, -1.01], [0.17, 3.29, -1.25], [1.51, 3.64, -0.63], [3.25, 0.48, -0.76], [3.87, 0.01, -1.33], [3.73, 0.66, 0.05], [1.79, 1.11, -3.31], [1.27, 1.69, -3.88], [2.57, 0.89, -3.83], [1.85, -2.43, -3.99], [0.58, -2.01, -3.27], [-0.49, -3.09, -3.25], [-1.50, -2.65, -2.37], [-2.63, -3.49, -2.36], [0.91, -1.55, -1.89], [1.63, -2.83, -4.98], [2.35, -3.21, -3.41], [2.54, -1.60, -4.11], [0.17, -1.15, -3.81], [-0.06, -4.05, -2.95], [-0.89, -3.20, -4.26], [-3.03, -3.70, -3.36], [-3.43, -3.01, -1.80], [-2.38, -4.44, -1.88], [1.51, -2.26, -1.48], [0.05, -1.71, -1.36]]}



{"formula": "C13H37IN3O4", "method": "ωB97M-V/def2-TZVPD", "homo_lumo_gap_ev": 6.16, "homo_energy_ev": -3.312, "charge": -1, "symbols": ["I", "C", "O", "H", "H", "H", "H", "C", "C", "C", "O", "C", "N", "H", "H", "H", "H", "H", "H", "H", "H", "H", "H", "H", "C", "C", "C", "O", "C", "N", "H", "H", "H", "H", "H", "H", "H", "H", "H", "H", "H", "C", "C", "C", "O", "C", "N", "H", "H", "H", "H", "H", "H", "H", "H", "H", "H", "H"], "xyz": [[-0.59, -0.26, -1.36], [-0.17, -3.35, -1.76], [0.33, -2.81, -0.55], [-0.21, -4.44, -1.79], [-1.13, -2.87, -1.94], [0.50, -3.09, -2.58], [0.03, -1.90, -0.45], [-3.60, -1.92, -2.11], [-3.62, -1.67, -0.57], [-2.52, -2.48, 0.09], [-2.70, -2.34, 1.54], [-1.63, -2.81, 2.30], [-3.42, -0.25, -0.48], [-2.87, -1.31, -2.64], [-4.48, -1.85, -2.74], [-3.27, -2.95, -2.26], [-4.63, -1.97, -0.29], [-1.55, -2.24, -0.34], [-2.76, -3.54, -0.02], [-1.73, -2.50, 3.34], [-0.64, -2.45, 2.02], [-1.59, -3.90, 2.26], [-3.05, -0.07, 0.45], [-2.59, -0.09, -1.04], [-1.46, -0.62, 1.84], [-1.24, 0.88, 1.66], [0.20, 1.33, 2.06], [0.24, 2.68, 1.57], [1.51, 3.27, 1.79], [-1.68, 1.43, 0.36], [-2.50, -0.95, 1.74], [-0.97, -0.81, 2.80], [-0.71, -1.12, 1.23], [-1.90, 1.41, 2.34], [0.95, 0.74, 1.54], [0.16, 1.31, 3.15], [1.63, 3.58, 2.83], [1.49, 4.16, 1.17], [2.36, 2.64, 1.52], [-1.44, 0.76, -0.35], [-1.01, 2.18, 0.24], [1.51, 2.11, -0.45], [2.34, 1.55, -1.60], [3.79, 1.20, -1.17], [4.67, 2.22, -1.52], [5.09, 3.09, -0.45], [1.79, 0.33, -2.18], [1.89, 3.11, -0.23], [1.68, 1.48, 0.42], [0.43, 2.09, -0.56], [2.39, 2.28, -2.41], [4.18, 0.44, -1.85], [3.86, 0.60, -0.26], [5.23, 2.67, 0.54], [4.31, 3.84, -0.51], [6.05, 3.50, -0.77], [0.84, 0.13, -1.89], [2.24, -0.43, -1.70]]}



{"formula": "C13H37N3O4", "method": "ωB97M-V/def2-TZVPD", "homo_lumo_gap_ev": 9.53, "homo_energy_ev": -8.863, "symbols": ["C", "C", "C", "O", "C", "N", "H", "H", "H", "H", "H", "H", "H", "H", "H", "H", "H", "C", "C", "C", "O", "C", "N", "H", "H", "H", "H", "H", "H", "H", "H", "H", "H", "H", "C", "C", "C", "O", "C", "N", "H", "H", "H", "H", "H", "H", "H", "H", "H", "H", "H", "C", "O", "H", "H", "H", "H"], "xyz": [[2.67, -4.47, -1.46], [1.16, -4.46, -1.57], [0.66, -3.51, -2.63], [-0.75, -3.54, -2.83], [-1.21, -2.78, -3.91], [0.78, -5.83, -1.98], [3.04, -4.82, -2.43], [2.97, -5.28, -0.80], [3.12, -3.51, -1.22], [0.68, -4.24, -0.61], [1.16, -3.76, -3.58], [0.79, -2.47, -2.31], [-0.61, -3.00, -4.81], [-1.18, -1.71, -3.72], [-2.19, -3.12, -4.25], [0.76, -6.44, -1.17], [-0.17, -5.74, -2.34], [-3.99, 3.54, 0.10], [-3.92, 2.03, 0.28], [-5.27, 1.35, 0.28], [-5.12, -0.05, 0.43], [-6.37, -0.69, 0.61], [-2.99, 1.44, -0.73], [-4.37, 4.09, 0.96], [-4.58, 3.82, -0.78], [-2.99, 3.93, -0.12], [-3.46, 1.81, 1.25], [-5.72, 1.58, -0.70], [-5.91, 1.79, 1.04], [-6.15, -1.73, 0.84], [-6.91, -0.57, -0.33], [-7.01, -0.29, 1.40], [-2.58, 0.61, -0.32], [-2.18, 2.07, -0.72], [4.37, 0.51, 1.44], [3.62, 1.35, 2.48], [4.03, 2.79, 2.69], [3.23, 3.49, 3.61], [3.57, 4.85, 3.71], [2.17, 1.28, 2.24], [5.40, 0.27, 1.72], [4.23, 0.85, 0.42], [3.92, -0.49, 1.41], [3.82, 0.95, 3.49], [4.07, 3.33, 1.73], [5.09, 2.76, 2.96], [4.65, 5.04, 3.75], [3.11, 5.26, 4.61], [3.26, 5.40, 2.82], [1.97, 0.29, 2.44], [1.67, 1.74, 2.99], [0.97, 0.59, -1.42], [0.25, 0.97, -0.26], [1.61, -0.27, -1.22], [0.26, 0.43, -2.23], [1.68, 1.39, -1.67], [0.90, 1.19, 0.43]]}



{"formula": "C13H38ClN2O10", "method": "ωB97M-V/def2-TZVPD", "homo_lumo_gap_ev": 9.85, "homo_energy_ev": -7.035, "charge": -1, "symbols": ["Cl", "O", "O", "O", "O", "C", "C", "O", "H", "H", "H", "H", "H", "H", "C", "C", "O", "H", "H", "H", "H", "H", "H", "C", "C", "O", "H", "H", "H", "H", "H", "H", "C", "O", "N", "N", "H", "H", "H", "H", "C", "C", "C", "O", "H", "H", "H", "H", "H", "H", "H", "H", "C", "C", "C", "O", "H", "H", "H", "H", "H", "H", "H", "H"], "xyz": [[-0.03, -0.16, -1.47], [-1.08, -0.80, -2.23], [1.21, -0.25, -2.19], [-0.38, 1.24, -1.28], [0.08, -0.78, -0.17], [3.68, -0.88, 1.26], [2.77, 0.34, 1.38], [1.62, 0.04, 2.15], [4.63, -0.63, 0.78], [3.15, -1.66, 0.73], [3.89, -1.20, 2.28], [2.46, 0.65, 0.37], [3.32, 1.14, 1.86], [0.91, -0.20, 1.53], [-4.22, -3.60, -2.90], [-2.78, -3.95, -2.52], [-1.86, -3.29, -3.38], [-4.42, -3.94, -3.92], [-4.38, -2.52, -2.92], [-4.95, -4.12, -2.27], [-2.68, -5.03, -2.50], [-2.58, -3.56, -1.52], [-1.68, -2.42, -2.99], [3.31, 3.34, -0.82], [2.05, 4.19, -0.88], [0.98, 3.66, -0.12], [3.33, 2.50, -1.51], [3.43, 2.99, 0.21], [4.17, 3.99, -1.02], [1.77, 4.40, -1.92], [2.26, 5.18, -0.46], [0.68, 2.86, -0.58], [-0.77, 3.24, -4.43], [-1.32, 4.11, -5.11], [-1.38, 2.03, -4.13], [0.53, 3.32, -3.99], [-2.34, 1.94, -4.43], [-1.18, 1.58, -3.25], [1.07, 4.11, -4.26], [0.92, 2.51, -3.54], [0.95, -4.56, 2.60], [-0.14, -3.74, 1.95], [-0.75, -4.49, 0.77], [-1.22, -3.44, 2.84], [1.38, -4.07, 3.48], [1.73, -4.76, 1.87], [0.51, -5.51, 2.92], [0.19, -2.79, 1.50], [-1.02, -5.51, 1.06], [0.03, -4.59, 0.01], [-1.49, -3.86, 0.30], [-0.91, -2.85, 3.53], [-1.21, 2.74, 4.46], [-0.64, 2.47, 3.08], [-1.73, 1.98, 2.13], [0.02, 3.61, 2.59], [-1.85, 3.62, 4.49], [-0.41, 2.88, 5.20], [-1.80, 1.87, 4.78], [0.06, 1.63, 3.19], [-2.62, 2.62, 2.20], [-2.10, 1.01, 2.45], [-1.43, 1.95, 1.08], [0.26, 3.43, 1.67]]}



{"formula": "C13H38NO14", "method": "ωB97M-V/def2-TZVPD", "homo_lumo_gap_ev": 6.68, "homo_energy_ev": -4.341, "charge": -1, "symbols": ["N", "O", "O", "O", "C", "C", "C", "O", "H", "H", "H", "H", "H", "H", "H", "H", "C", "C", "O", "O", "H", "H", "H", "H", "H", "H", "C", "C", "O", "O", "H", "H", "H", "H", "H", "H", "C", "C", "O", "O", "H", "H", "H", "H", "H", "H", "C", "C", "O", "O", "H", "H", "H", "H", "H", "H", "C", "C", "O", "O", "H", "H", "H", "H", "H", "H"], "xyz": [[-0.65, 0.76, -0.24], [0.38, 0.14, -0.17], [-1.69, 0.36, 0.25], [-0.81, 1.78, -0.85], [5.54, -4.44, -3.43], [4.14, -3.91, -3.72], [3.16, -5.12, -3.58], [3.74, -2.95, -2.73], [6.25, -3.62, -3.30], [6.03, -5.16, -4.09], [5.61, -4.80, -2.40], [4.06, -3.49, -4.72], [2.10, -4.86, -3.67], [3.12, -5.46, -2.54], [3.37, -5.98, -4.22], [2.79, -3.00, -2.64], [-6.61, 0.78, -1.18], [-7.94, 1.28, -0.69], [-8.49, 2.14, -1.57], [-5.44, 1.59, -1.18], [-6.73, 0.26, -2.13], [-6.18, 0.11, -0.44], [-8.00, 1.78, 0.28], [-8.56, 0.38, -0.64], [-8.43, 2.99, -1.12], [-4.68, 1.04, -0.97], [2.56, -3.46, 1.84], [4.11, -3.69, 1.69], [4.85, -3.88, 2.85], [2.45, -2.21, 2.64], [2.14, -4.17, 2.55], [2.14, -3.50, 0.84], [4.47, -2.85, 1.08], [4.22, -4.46, 0.93], [4.73, -4.78, 3.17], [1.87, -1.67, 2.10], [-0.09, -0.08, -5.56], [-0.97, -0.97, -4.63], [-2.33, -0.48, -4.45], [0.36, 1.05, -4.83], [-0.61, 0.45, -6.35], [0.76, -0.69, -5.87], [-0.47, -1.05, -3.67], [-1.05, -1.97, -5.07], [-2.76, -1.02, -3.78], [0.00, 0.99, -3.95], [3.96, 4.01, 4.78], [3.29, 3.58, 3.43], [3.66, 2.24, 3.04], [3.55, 3.31, 5.93], [3.78, 5.08, 4.89], [5.03, 3.93, 4.60], [3.71, 4.23, 2.66], [2.22, 3.81, 3.36], [3.35, 2.12, 2.14], [2.73, 3.72, 6.21], [-3.10, 3.99, 4.28], [-4.30, 3.31, 3.61], [-5.35, 4.20, 3.32], [-2.47, 4.90, 3.32], [-2.31, 3.30, 4.59], [-3.43, 4.56, 5.16], [-4.63, 2.54, 4.30], [-4.11, 2.80, 2.66], [-5.90, 4.56, 4.03], [-2.14, 5.64, 3.84]]}



{"formula": "C13H39N7O4P2", "method": "ωB97M-V/def2-TZVPD", "s2": 0.759, "homo_lumo_gap_ev": [8.26, 3.36], "homo_energy_ev": [-10.870, -10.870], "charge": 1, "spin_multiplicity": 2, "symbols": ["C", "N", "O", "O", "H", "H", "H", "O", "P", "N", "C", "C", "N", "C", "C", "N", "C", "C", "H", "H", "H", "H", "H", "H", "H", "H", "H", "H", "H", "H", "H", "H", "H", "H", "H", "H", "O", "P", "N", "C", "C", "N", "C", "C", "N", "C", "C", "H", "H", "H", "H", "H", "H", "H", "H", "H", "H", "H", "H", "H", "H", "H", "H", "H", "H"], "xyz": [[1.61, -1.29, 4.73], [0.28, -0.71, 4.63], [-0.04, -0.06, 3.63], [-0.56, -0.89, 5.53], [1.67, -1.74, 5.72], [2.32, -0.46, 4.81], [1.70, -1.91, 3.84], [3.14, 3.57, -0.61], [2.14, 2.64, -0.06], [1.40, 1.79, -1.27], [2.35, 1.03, -2.20], [0.46, 2.54, -2.16], [0.85, 3.42, 0.76], [-0.36, 2.62, 1.17], [0.54, 4.77, 0.53], [2.59, 1.39, 1.04], [3.63, 1.70, 2.10], [2.08, 0.01, 1.02], [3.05, 0.47, -1.57], [2.99, 1.72, -2.76], [1.83, 0.43, -2.95], [-0.30, 3.13, -1.64], [-0.11, 1.98, -2.91], [1.04, 3.34, -2.62], [-0.13, 1.67, 1.64], [-1.01, 3.28, 1.75], [-0.80, 2.39, 0.20], [-0.52, 4.99, 0.39], [0.87, 5.34, 1.40], [1.17, 5.09, -0.30], [3.46, 2.61, 2.66], [3.67, 0.89, 2.83], [4.63, 1.68, 1.66], [1.14, -0.16, 0.50], [2.05, -0.42, 2.02], [2.81, -0.62, 0.51], [-2.89, -3.96, -1.62], [-2.17, -2.70, -1.39], [-0.76, -2.83, -0.50], [-0.76, -2.75, 0.99], [0.45, -3.32, -1.14], [-3.22, -1.52, -0.58], [-2.67, -0.18, -0.25], [-4.23, -1.99, 0.43], [-1.85, -1.83, -2.83], [-2.15, -2.36, -4.16], [-1.10, -0.54, -2.87], [-0.48, -1.72, 1.23], [0.01, -3.44, 1.31], [-1.65, -3.01, 1.57], [0.51, -4.40, -1.08], [1.33, -2.97, -0.59], [0.55, -2.91, -2.15], [-2.81, 0.42, -1.15], [-3.18, 0.39, 0.53], [-1.66, -0.14, 0.14], [-3.86, -2.71, 1.16], [-4.69, -1.17, 0.98], [-5.04, -2.45, -0.14], [-2.07, -3.43, -4.02], [-3.10, -1.96, -4.50], [-1.36, -2.17, -4.89], [-0.48, -0.38, -1.99], [-1.89, 0.21, -2.82], [-0.42, -0.41, -3.70]]}